Formula: C5H8O
Source: the Open Molecules 2025 dataset
Level of theory: ωB97M-V/def2-TZVPD

The geometry in XYZ format:
```
14
Properties=species:S:1:pos:R:3
O 1.229 -1.127 1.128
C 0.843 -0.745 -0.175
C 1.074 0.848 -0.261
C -0.068 1.464 0.053
C -1.200 0.440 0.141
C -0.618 -0.817 -0.506
H 0.915 -0.415 1.701
H 1.464 -1.401 -0.826
H 2.017 0.584 -0.638
H -0.303 2.513 0.263
H -2.096 0.788 -0.379
H -1.480 0.252 1.185
H -0.692 -0.742 -1.600
H -1.067 -1.748 -0.173
```

The frontier orbital gap comes out at 10.6 eV. As for the structure (SMILES): O[C@@H]1C=CCC1. The energy above the lowest of the compared OMol25 structures with the same formula, charge and spin is 53.6 kcal per mole. As for the total charge: 0. The calculation puts the strongest force on any atom at 3.537 eV/Å.

=====

Formula: C5H8O
Source: the Open Molecules 2025 dataset
Level of theory: ωB97M-V/def2-TZVPD

The geometry in XYZ format:
```
14
Properties=species:S:1:pos:R:3
C 2.965 0.499 0.122
C 2.153 -0.380 0.265
C 0.881 -1.099 0.402
C -0.135 0.059 0.366
O -1.482 -0.333 0.339
C -2.274 0.375 -0.594
H 3.649 1.306 -0.010
H 0.831 -1.664 1.340
H 0.727 -1.810 -0.419
H 0.066 0.686 1.246
H 0.108 0.654 -0.523
H -1.776 1.289 -0.949
H -2.497 -0.254 -1.465
H -3.216 0.671 -0.121
```

The frontier orbital gap comes out at 10.7 eV. As for the structure (SMILES): C#CCCOC. The energy above the lowest of the compared OMol25 structures with the same formula, charge and spin is 66.3 kcal per mole. As for the total charge: 0. The calculation puts the strongest force on any atom at 0.591 eV/Å.

=====

Formula: C5H8O
Source: the Open Molecules 2025 dataset
Level of theory: ωB97M-V/def2-TZVPD

The geometry in XYZ format:
```
14
Properties=species:S:1:pos:R:3
O 2.047 -0.446 -0.062
C 0.737 -0.811 0.266
C -0.007 0.072 1.309
C -1.027 0.441 0.244
C -0.438 1.177 -0.903
C -0.369 -0.508 -0.773
H 2.018 0.501 -0.272
H 0.761 -1.870 0.530
H 0.582 0.915 1.676
H -0.416 -0.502 2.145
H -2.108 0.471 0.414
H 0.312 0.344 -1.510
H -1.218 1.405 -1.629
H -0.874 -1.189 -1.434
```

The frontier orbital gap comes out at 9.3 eV. The energy above the lowest of the compared OMol25 structures with the same formula, charge and spin is 108.8 kcal per mole. As for the total charge: 0. The calculation puts the strongest force on any atom at 1.300 eV/Å.

=====

Formula: C5H8O
Source: the Open Molecules 2025 dataset
Level of theory: ωB97M-V/def2-TZVPD

The geometry in XYZ format:
```
14
Properties=species:S:1:pos:R:3
C 0.147 1.642 -0.050
C 1.193 0.788 0.602
C 1.103 -0.685 0.284
C 0.014 -1.288 -0.197
C -1.316 -0.604 -0.387
O -1.293 0.603 0.399
H -1.727 1.372 0.004
H 0.135 1.297 -1.109
H 2.143 1.189 0.217
H 1.217 0.948 1.689
H 1.994 -1.287 0.457
H 0.036 -2.348 -0.438
H -2.125 -1.257 -0.031
H -1.519 -0.370 -1.441
```

The frontier orbital gap comes out at 8.6 eV. The energy above the lowest of the compared OMol25 structures with the same formula, charge and spin is 110.1 kcal per mole. As for the total charge: 0. The calculation puts the strongest force on any atom at 0.617 eV/Å.

=====

Formula: C5H8O
Source: the Open Molecules 2025 dataset
Level of theory: ωB97M-V/def2-TZVPD

The geometry in XYZ format:
```
14
Properties=species:S:1:pos:R:3
C 1.684 0.817 -0.037
C 0.530 0.064 0.591
C -0.715 0.412 -0.165
C -1.843 -0.540 0.146
O -1.047 -1.711 -0.048
C 0.064 -0.926 -0.422
H 1.795 1.820 0.370
H 2.623 0.256 0.067
H 0.545 -0.123 1.665
H 1.420 0.948 -1.089
H -0.928 1.426 -0.526
H -2.624 -0.470 -0.619
H -2.263 -0.514 1.149
H 0.760 -1.459 -1.081
```

The frontier orbital gap comes out at 10.3 eV. The energy above the lowest of the compared OMol25 structures with the same formula, charge and spin is 64.4 kcal per mole. As for the total charge: 0. The calculation puts the strongest force on any atom at 0.901 eV/Å.

=====

Formula: C5H8O
Source: the Open Molecules 2025 dataset
Level of theory: ωB97M-V/def2-TZVPD

The geometry in XYZ format:
```
14
Properties=species:S:1:pos:R:3
C -0.409 -0.974 -1.958
C 0.284 0.344 -1.681
C 0.509 0.626 -0.425
C 0.879 0.456 0.818
C 0.093 0.695 2.084
O -1.007 -0.194 2.194
H -0.902 -1.006 -2.932
H 0.323 -1.788 -1.911
H -1.149 -1.177 -1.178
H 0.655 0.963 -2.493
H 1.801 -0.118 0.920
H -0.232 1.738 2.191
H 0.737 0.462 2.932
H -1.583 -0.027 1.438
```

The frontier orbital gap comes out at 10.3 eV. As for the structure (SMILES): CC=C=CCO. The energy above the lowest of the compared OMol25 structures with the same formula, charge and spin is 55.2 kcal per mole. As for the total charge: 0. The calculation puts the strongest force on any atom at 0.436 eV/Å.

=====

Formula: C5H8O
Source: the Open Molecules 2025 dataset
Level of theory: ωB97M-V/def2-TZVPD

The geometry in XYZ format:
```
14
Properties=species:S:1:pos:R:3
C 1.337 0.563 -0.212
O 1.041 0.416 1.396
C -0.307 0.161 1.482
C -0.877 0.123 0.094
C -0.950 -0.666 -1.321
C 0.385 -0.629 -0.469
H 0.994 1.286 -0.876
H 2.445 0.398 -0.497
H -0.698 1.147 1.912
H -0.632 -0.877 1.995
H -0.494 1.252 -0.282
H -1.684 -1.623 -1.252
H -1.117 0.052 -1.950
H 0.557 -1.602 -0.019
```

The frontier orbital gap comes out at 10.0 eV. As for the structure (SMILES): C1OC[C@@H]2C[C@@H]12. The energy above the lowest of the compared OMol25 structures with the same formula, charge and spin is 161.4 kcal per mole. As for the total charge: 0. The calculation puts the strongest force on any atom at 8.867 eV/Å.

=====

Formula: C5H8O
Source: the Open Molecules 2025 dataset
Level of theory: ωB97M-V/def2-TZVPD

The geometry in XYZ format:
```
14
Properties=species:S:1:pos:R:3
C 1.535 -0.443 -0.685
C 0.429 -0.050 0.249
C -0.758 -0.888 0.599
C -1.514 -0.001 -0.311
O -1.493 1.289 -0.188
C 0.050 1.281 0.602
H 1.197 -1.167 -1.439
H 2.395 -0.905 -0.176
H 1.917 0.429 -1.232
H -0.740 -1.924 0.254
H -1.097 -0.844 1.649
H -2.183 -0.397 -1.083
H -0.305 1.493 1.616
H 0.566 2.126 0.146
```

The frontier orbital gap (spin up / spin down) comes out at 7.1 / 7.1 eV. The energy above the lowest of the compared OMol25 structures with the same formula, charge and spin is 99.1 kcal per mole. As for the total charge: 0. The calculation puts the strongest force on any atom at 0.225 eV/Å.

=====

Copy entry 5 word for word.
Formula: C5H8O
Source: the Open Molecules 2025 dataset
Level of theory: ωB97M-V/def2-TZVPD

The geometry in XYZ format:
```
14
Properties=species:S:1:pos:R:3
C 1.684 0.817 -0.037
C 0.530 0.064 0.591
C -0.715 0.412 -0.165
C -1.843 -0.540 0.146
O -1.047 -1.711 -0.048
C 0.064 -0.926 -0.422
H 1.795 1.820 0.370
H 2.623 0.256 0.067
H 0.545 -0.123 1.665
H 1.420 0.948 -1.089
H -0.928 1.426 -0.526
H -2.624 -0.470 -0.619
H -2.263 -0.514 1.149
H 0.760 -1.459 -1.081
```

The frontier orbital gap comes out at 10.3 eV. The energy above the lowest of the compared OMol25 structures with the same formula, charge and spin is 64.4 kcal per mole. As for the total charge: 0. The calculation puts the strongest force on any atom at 0.901 eV/Å.